ORCA calculation (the ωB97M-V functional and the def2-TZVPD basis) on a cluster of 9 separate species, C2H22N4O9 in total in a non-equilibrium geometry.

Bonds (Å) are listed after each position.
Atoms and positions in Å:
1 O 8.64694 16.30906 17.46953  H26 0.957, H33 0.957
2 O 16.11007 19.09419 15.54058  C15 1.204
3 O 11.69845 19.97126 15.36526  H17 0.957, H24 0.957
4 O 14.11253 20.92655 14.45696  H28 0.957, H37 0.957
5 O 13.93179 14.02884 10.71783  H19 0.957, H22 0.957
6 O 14.32692 16.56377 12.22545  H31 0.957, H32 0.957
7 O 10.70304 17.91901 18.30357  H27 0.957, H36 0.957
8 O 9.62174 13.87598 15.70466  H23 0.957, H30 0.957
9 O 11.73447 16.81296 16.11673  C14 1.218
10 N 15.92204 17.05180 16.28491  C15 1.303, H21 1.010, H25 1.010
11 N 13.09955 17.41945 14.43981  C14 1.357, H20 1.010, H35 1.010
12 N 12.28737 15.40127 14.45195  C14 1.287, H18 1.010, H29 1.010
13 N 17.89833 17.70222 15.79745  C15 1.319, H16 1.010, H34 1.010
14 C 12.32076 16.51863 15.09031  O9 1.218, N11 1.357, N12 1.287
15 C 16.63556 18.07003 15.89381  O2 1.204, N10 1.303, N13 1.319
16 H 18.14501 16.74624 16.01042  N13 1.010
17 H 11.44459 20.00916 16.28742  O3 0.957
18 H 11.63916 14.72154 14.82329  N12 1.010
19 H 13.54605 14.78420 10.27414  O5 0.957
20 H 13.20850 18.33744 14.84667  N11 1.010
21 H 14.92758 16.95314 16.13864  N10 1.010
22 H 13.19306 13.60295 11.15275  O5 0.957
23 H 10.12564 13.28305 15.14721  O8 0.957
24 H 10.87917 20.09342 14.88560  O3 0.957
25 H 16.51687 16.24682 16.42014  N10 1.010
26 H 7.97840 15.63916 17.32625  O1 0.957
27 H 11.10516 18.71546 18.65026  O7 0.957
28 H 13.97007 21.31162 13.59229  O4 0.957
29 H 12.73288 15.29901 13.55130  N12 1.010
30 H 9.34489 13.33371 16.44327  O8 0.957
31 H 14.80952 17.33241 11.92127  O6 0.957
32 H 14.96592 15.85173 12.19517  O6 0.957
33 H 8.89015 16.59740 16.58979  O1 0.957
34 H 18.69881 18.28597 15.60106  N13 1.010
35 H 13.38160 17.19149 13.49718  N11 1.010
36 H 11.22836 17.70043 17.53383  O7 0.957
37 H 13.24444 20.63534 14.73596  O4 0.957

Calculated values
Charge = -1
Spin multiplicity = 2
E_HOMO (alpha / beta) = 0.4 / -6.4 eV
⟨S²⟩ = 0.7504
HOMO-LUMO gap (alpha / beta) = 0.0904 / 0.3333 hartree